--- i ---
C5H16NO2 | ωB97M-V/def2-TZVPD

The highest occupied orbital energy comes out at -14.429 eV. As for the HOMO-LUMO gap: 11.463 eV. Its total charge is +1.

```
24
C5H16NO2 | the OMol25 dataset | ωB97M-V/def2-TZVPD
O -2.10911 -1.99413 1.10026
O 3.03183 -0.81216 0.16526
N 0.69874 0.50379 1.14806
C -0.38841 -0.52094 0.43501
C -0.89460 -1.49477 1.55043
C -1.36566 0.35533 -0.39326
C -0.83920 1.58971 -1.15538
C 0.33230 1.10437 -2.00579
H 0.07349 0.83915 -3.03345
H -2.74296 -2.25820 1.76773
H 0.77290 1.20138 0.38594
H 0.21916 0.86752 1.96690
H -0.63320 2.52328 -0.62982
H -2.16704 0.41435 0.37028
H 2.95302 -0.95893 -0.81146
H -1.12852 -0.94042 2.45893
H 0.26613 -1.12356 -0.27284
H 0.97308 1.97097 -2.24421
H 1.00135 0.33065 -1.64647
H 1.61328 0.17489 1.47334
H -1.68227 -0.35194 -1.11741
H -0.14671 -2.23407 1.75042
H 3.91772 -1.07689 0.43038
H -1.75531 1.89059 -1.69284
```

=====

--- ii ---
C5H16NO2 | ωB97M-V/def2-TZVPD

The highest occupied orbital energy comes out at -14.356 eV. As for the HOMO-LUMO gap: 11.163 eV. Its total charge is +1.

```
24
C5H16NO2 | the OMol25 dataset | ωB97M-V/def2-TZVPD
O -0.00738 -1.74249 2.45582
O 2.62409 -1.02752 0.32529
N 1.11057 1.51862 -0.56797
C -1.83712 1.11637 0.40619
C 0.60472 0.23652 0.08569
C -1.05382 0.16692 -1.90122
C -0.89782 0.19856 -0.38848
C 1.32708 -1.06751 -0.28062
H -0.38222 -0.52460 -2.41150
H -0.33954 -1.47038 3.31534
H -2.61557 1.55525 -0.23313
H -2.58554 0.42855 0.85044
H 0.68279 0.40737 1.15327
H 1.61532 -1.23790 -1.30877
H 0.90954 1.59698 -1.56354
H 0.43675 -2.58120 2.61815
H -1.40075 1.71675 1.19229
H -1.14568 -0.83994 -0.11699
H 0.64093 2.26839 -0.05992
H 0.63830 -1.80152 0.13118
H -0.95070 1.11965 -2.42745
H 2.11110 1.66472 -0.39743
H 2.59731 -1.52063 1.13879
H -2.08238 -0.18093 -2.01541
```

=====

Each structure's energy above the most stable one, in eV: i 0.368; ii 0.000.

=====

--- i ---
CH4IN3 | ωB97M-V/def2-TZVPD

The highest occupied orbital energy comes out at -8.808 eV. As for the HOMO-LUMO gap: 8.869 eV.

```
9
CH4IN3 | the OMol25 dataset | ωB97M-V/def2-TZVPD
I 2.14485 -2.94218 0.76155
N 0.91378 -1.81875 -0.49427
N 0.46509 -0.79406 0.11887
N -0.33685 0.05224 -0.48007
C -0.66181 1.26451 0.25532
H -0.57901 -0.28444 -1.35578
H 0.24028 1.23098 0.77907
H -1.58253 1.22593 0.87738
H -0.60380 2.06576 -0.46208
```

=====

--- ii ---
CH4IN3 | ωB97M-V/def2-TZVPD

The highest occupied orbital energy comes out at -8.992 eV. As for the HOMO-LUMO gap: 8.696 eV. The SMILES is C/N=N/NI.

```
9
CH4IN3 | the OMol25 dataset | ωB97M-V/def2-TZVPD
I -3.57910 -0.02692 0.16121
N -0.48109 -0.30767 0.47915
N -1.81861 -1.08567 -0.13872
N 0.43608 -0.29597 -0.33112
C 1.53429 0.55440 0.20589
H 1.68142 0.64933 1.37642
H 1.35998 1.51912 -0.29784
H -1.49466 -1.16174 -1.10407
H 2.36169 0.15513 -0.35092
```

=====

Each structure's energy above the most stable one, in eV: i 0.000; ii 0.627.

=====

--- i ---
C37H53Cl3GeN7PPtSi | ωB97M-V/def2-TZVPD

The highest occupied orbital energy (spin up / spin down) comes out at -7.835 / -10.582 eV. The expectation value of S² is 8.8312. As for the HOMO-LUMO gap (spin up / spin down): 5.508 / 5.871 eV. The spin multiplicity is 6. Its total charge is +1.

```
104
C37H53Cl3GeN7PPtSi | the OMol25 dataset | ωB97M-V/def2-TZVPD
Pt -2.93979 -1.48677 -0.30093
Ge -5.10237 -2.36598 -1.23943
Cl -4.70082 -3.02098 -3.25143
Cl -5.78623 -4.10739 -0.06098
Cl -6.91421 -1.13938 -1.46303
P 2.34238 0.19843 -0.74401
Si -0.18202 -2.69648 1.36612
N 3.03504 -0.44015 -2.06926
N -2.51241 0.03819 -1.66466
N 1.72341 1.62141 -1.18576
N -3.77346 0.22527 0.65057
N 3.49786 0.27507 0.43399
N -3.75193 -2.04086 2.06917
N 1.10229 -0.67998 -0.16064
C -3.60651 2.69628 0.61963
C -5.65915 1.09062 2.00626
C 1.90861 -2.19541 -3.47669
C -6.45625 0.88437 3.20171
C -1.91976 -0.11794 -2.87714
C -2.41632 2.48567 -1.93722
C 4.43110 -2.16129 -3.17078
C 0.88848 2.31266 -0.23788
C 5.10019 2.03162 1.18945
C 3.15331 -3.02055 -3.11291
C 1.31467 -2.08774 0.31020
C 4.22993 0.28863 2.76817
C -1.61061 -3.11041 0.20108
C 1.38966 3.70146 0.15394
C -3.74841 -3.19249 2.70724
C 2.64636 3.75147 -2.06577
C 0.49267 -4.19197 2.30575
C -0.57575 -1.38517 2.65789
C -3.40450 1.34559 0.06179
C -1.79628 2.24905 -3.19122
C 4.42726 -1.01628 -2.14947
C 1.68853 4.52837 -1.16108
C 4.73094 1.03942 0.09372
C -4.55163 -3.46858 3.86776
C 2.20457 -0.69164 -3.26049
C -4.64850 0.12306 1.71083
C -3.26553 3.82431 -0.05997
C -2.78247 1.27110 -1.16250
C -6.36184 -0.24077 3.94346
C -4.60036 -1.07178 2.48432
C 2.01726 2.36995 -2.40092
C 3.05956 0.51175 1.80898
C -5.45700 -1.23032 3.56522
C -5.41335 -2.45778 4.24711
C -2.74119 3.70472 -1.37232
C -1.54758 0.92728 -3.60927
C 5.29944 1.37477 2.53739
H -0.12066 2.43193 -0.65706
H 4.33624 2.78959 1.25642
H 2.05757 5.52025 -0.96101
H -2.22322 -3.97436 0.59324
H -6.96509 -0.34739 4.83461
H 5.55341 0.34074 -0.07124
H 0.83654 1.78454 0.71073
H -1.47935 3.11515 -3.76166
H 2.30324 3.66948 0.75823
H -2.45773 4.60352 -1.89391
H 5.13250 -0.22917 -2.44422
H 5.30360 -2.77381 -2.98442
H 0.37973 -1.18389 3.20345
H -0.95952 -0.42067 2.29391
H -3.85209 2.70854 1.68499
H -0.27209 -4.76902 2.84731
H 2.87125 4.33188 -2.98409
H 3.01560 -3.41223 -2.11057
H 3.82553 0.28491 3.77076
H 4.61396 1.52513 -0.89829
H -1.10001 0.74981 -4.58907
H -1.32240 -1.79488 3.34106
H 1.53490 -2.75507 -0.52297
H -1.23007 -3.30875 -0.85547
H 1.08107 2.48776 -3.01488
H 4.56187 -1.74798 -4.17930
H -7.25668 1.57031 3.47015
H 0.73842 4.75155 -1.68796
H 4.69296 -1.46924 -1.16328
H 0.92485 -4.87785 1.60784
H 1.27166 -0.13576 -3.13815
H 3.60220 3.57809 -1.56374
H 2.68203 1.77030 -3.05355
H 2.23079 -0.15144 1.98986
H -3.37750 4.86985 0.25120
H 5.31279 2.13826 3.31801
H 2.73686 -0.28338 -4.12349
H 2.21574 -2.13068 0.96707
H -4.48104 -4.41202 4.38463
H 0.59869 4.15942 0.75391
H 6.28596 0.91291 2.54387
H -2.98962 -3.91038 2.39422
H -5.88550 1.97031 1.47483
H 1.23208 -3.78301 3.02711
H 0.19475 -0.35857 -0.45801
H 4.65572 -0.70158 2.56505
H 6.01250 2.48644 0.86214
H -6.08682 -2.62167 5.09782
H -1.77060 -1.13126 -3.24888
H 1.03973 -2.38763 -2.87227
H 3.24151 -3.91506 -3.74459
H 2.71589 1.53654 1.94081
H 1.58052 -2.35296 -4.53715
```

=====

--- ii ---
C37H53Cl3GeN7PPtSi | ωB97M-V/def2-TZVPD

The highest occupied orbital energy (spin up / spin down) comes out at -8.907 / -10.912 eV. The expectation value of S² is 8.8358. As for the HOMO-LUMO gap (spin up / spin down): 5.851 / 5.921 eV. The spin multiplicity is 6. Its total charge is +1.

```
104
C37H53Cl3GeN7PPtSi | the OMol25 dataset | ωB97M-V/def2-TZVPD
Pt -4.68946 -10.74081 18.79672
Ge -7.04642 -11.28526 18.76437
Cl -8.06809 -10.37108 20.49487
Cl -8.09608 -10.68623 16.90398
Cl -7.42028 -13.38580 18.88548
P -4.90704 -8.57570 16.04931
Si 0.02391 -11.73329 17.64149
N -4.21922 -8.89470 20.13505
N -4.60779 -11.47620 20.85719
N -5.48523 -9.54300 14.88824
N -3.91272 -7.51134 15.28207
N -5.99178 -7.50419 16.72777
N -4.25335 -9.62833 17.14726
N -4.25389 -12.98833 18.63309
C -5.86544 -10.53298 12.40056
C -6.36324 -6.21064 16.09505
C -5.44400 -10.66463 23.05946
C -7.11117 -9.99814 13.10692
C -5.08372 -11.44914 13.37719
C -4.42084 -12.81941 21.05510
C -5.24261 -10.97737 14.83073
C -4.12070 -14.84093 22.34413
C -4.69007 -9.14582 21.39580
C -4.17648 -15.10050 17.50896
C -5.80608 -9.57965 23.90123
C -3.13834 -7.90732 14.10053
C -1.92870 -6.66031 16.47438
C -4.19526 -15.60558 21.21443
C -1.71067 -8.15292 14.49121
C -0.83610 -12.09057 19.27546
C -4.87496 -10.52855 21.80196
C -6.67104 -8.99533 14.12898
C -5.49273 -8.28773 23.50727
C -4.29320 -13.62761 19.85217
C -4.90838 -8.07483 22.25427
C -4.19725 -13.69018 17.53564
C 0.61798 -9.93910 17.40727
C -1.34282 -12.08095 16.34584
C -4.19794 -15.74607 18.72404
C -6.56480 -7.62519 18.08267
C -8.40019 -5.92464 17.58703
C 1.49799 -12.95043 17.54378
C -4.24811 -13.46593 22.26606
C -3.87942 -7.71208 19.75151
C -3.92694 -6.60920 20.61394
C -3.32641 -6.34159 15.98193
C -1.06423 -6.99524 15.27487
C -8.05011 -7.29513 18.15263
C -4.27232 -15.01709 19.91528
C -7.86808 -5.89557 16.15399
C -4.48335 -6.77271 21.84009
H -1.37980 -11.33042 19.84613
H -3.99129 -6.10931 16.80504
H -4.19698 -16.83267 18.74665
H -0.91883 -13.09403 19.70702
H -7.47786 -8.80409 14.87552
H -7.78993 -9.55273 12.41129
H -4.64846 -5.98616 22.56382
H -8.43559 -6.63760 15.58448
H -5.17221 -9.72663 12.13145
H -1.53126 -5.80891 17.01565
H -4.02192 -11.47502 13.11678
H -5.45587 -12.46571 13.24961
H -9.48172 -5.76600 17.52949
H -1.95728 -7.48313 17.14335
H -6.10346 -11.46410 15.26790
H -8.72189 -8.03012 17.69842
H 1.98587 -12.96588 16.56695
H -6.36218 -8.62753 18.49124
H -5.96338 -6.18651 15.04684
H -2.28583 -11.64824 16.73263
H -3.57537 -5.67634 20.23874
H -6.08428 -6.88762 18.72559
H -3.59123 -7.55568 18.73497
H -1.08768 -8.28207 13.60016
H -1.19683 -11.68209 15.31936
H -4.19319 -15.65409 16.57216
H 2.24676 -12.64401 18.30018
H -3.22168 -7.07755 13.37546
H -3.32278 -5.48194 15.31034
H -6.10484 -11.01526 11.48666
H -0.90752 -6.11516 14.61643
H -0.13464 -9.14965 17.51722
H -6.23696 -9.73027 24.87692
H 1.20110 -14.00318 17.83328
H -5.74333 -7.43769 24.14503
H -4.20158 -13.15671 16.60975
H -4.10913 -12.83540 23.10928
H -5.84785 -5.40780 16.64559
H -3.57407 -8.79802 13.68192
H -1.63181 -9.05818 15.10649
H -4.13050 -16.68436 21.28227
H -7.97530 -4.91808 15.69713
H -6.37111 -8.04012 13.68133
H -3.88552 -15.30839 23.27444
H -7.64131 -10.89017 13.54816
H 1.02491 -9.84608 16.37119
H -8.26859 -7.32798 19.22427
H -4.35720 -11.20014 15.39523
H -1.56348 -13.18830 16.32219
H -5.70761 -11.67189 23.38032
H -0.09714 -7.29909 15.59341
H 1.44441 -9.73713 18.09766
H -7.98168 -5.12250 18.19518
```

=====

Each structure's energy above the most stable one, in eV: i 0.071; ii 0.000.